15
Properties=species:S:1:pos:R:3:forces:R:3:mulliken_charge:R:1 method="wB97M-V/def2-TZVPD" gap_ev=8.19 total_charge=0 lumo_energy_ev=-0.36 multiplicity=1
C -1.729290 -0.088055 -1.346269 0.794 -3.515 -3.565 0.309
C 0.989144 -0.448670 1.134259 -0.067 0.513 -1.591 -0.421
C 2.657739 -0.403072 -0.359345 -1.073 -0.171 -0.682 -0.446
C 0.470765 0.220049 0.036210 -1.439 -0.705 1.137 -0.014
C 1.523577 0.170648 -0.917495 1.332 0.514 0.601 0.498
C -1.726313 0.718206 -0.183443 3.670 1.219 2.603 -0.111
N -1.571367 -0.897501 -2.207533 -1.061 3.213 3.022 -0.441
N -2.403150 0.324398 0.934487 -0.952 -1.061 1.787 -0.449
O 2.270308 -0.826286 0.886746 0.980 -0.171 -0.018 -0.314
F 1.492985 0.823339 -2.084684 -0.075 -0.244 -0.242 -0.287
H 0.650816 -0.796331 2.096823 -0.313 0.261 -0.079 0.385
H 3.677556 -0.674912 -0.763711 -1.577 0.466 0.827 0.342
H -1.321034 1.736796 -0.133216 -0.905 -0.237 -0.898 0.419
H -2.346920 -0.701108 1.030849 -0.555 0.901 0.303 0.254
H -2.634810 0.842502 1.876320 1.243 -0.980 -3.205 0.277

8
Properties=species:S:1:pos:R:3:forces:R:3:mulliken_charge:R:1 method="wB97M-V/def2-TZVPD" gap_ev=9.00 total_charge=0 lumo_energy_ev=0.79 multiplicity=1 smiles="O=C1C[C@@H]1F"
C -0.808493 0.228913 0.639110 4.654 -2.532 -0.489 0.349
C -0.046997 0.627180 -0.479822 2.050 0.814 -0.740 -0.424
C 0.637133 -0.670990 0.131596 -4.332 2.637 -0.269 -0.179
O -1.573846 0.154843 1.488798 -2.673 0.679 1.838 -0.348
F 0.570667 -1.820265 -0.574652 0.316 -0.186 -0.203 -0.271
H -0.715857 0.429510 -1.280146 -0.327 -0.618 -1.254 0.234
H 0.518839 1.567328 -0.744829 -0.725 -0.694 0.739 0.259
H 1.418554 -0.516518 0.819946 1.037 -0.100 0.378 0.381

14
Properties=species:S:1:pos:R:3:forces:R:3:mulliken_charge:R:1 method="wB97M-V/def2-TZVPD" gap_ev="4.16 / 4.12" total_charge=0 lumo_energy_ev="-1.96 / -1.95" multiplicity=2 s2=0.759
O -0.754734 1.915183 -4.278776 -2.367 3.765 2.896 -0.501
C -1.491224 2.650820 -3.441889 2.759 -5.528 -2.470 -0.051
C -2.198962 1.913706 -2.461620 -0.810 0.774 0.281 -0.763
Li 0.375287 -1.807314 -0.634188 0.399 0.996 -0.237 0.850
Hg 1.662977 0.301518 1.668427 0.050 -0.268 0.080 0.032
H -2.470429 0.864314 -2.701397 0.334 0.609 0.014 0.267
H -2.954543 2.434795 -1.863481 0.278 -0.108 -0.106 0.361
C 0.661595 0.973199 -1.066962 -2.113 2.057 -0.131 -0.412
C -0.611707 1.265223 -0.587932 1.927 -0.151 0.021 -0.346
O 0.886845 -0.208017 -1.776074 -0.183 -2.326 0.440 -0.550
H 1.284425 1.784649 -1.455046 -0.023 -0.238 0.436 0.327
H -0.743339 2.226026 -0.076180 -0.053 -0.446 -0.400 0.321
H -1.268468 0.457640 -0.249461 -0.121 0.288 -0.431 0.117
H 0.380475 -0.215316 -2.598152 -0.077 0.576 -0.393 0.347

Per-record energy above the lowest of the compared OMol25 structures with the same formula, charge and spin, kJ/mol: 381.2; 209.4; 293.4